[1]
This record from OMol25 describes a cluster of 8 separate species, C5H23N3O7 in total at a distorted geometry. The level of theory is ωB97M-V/def2-TZVPD.

Calculated values
SMILES string: NCCc1c[nH]cn1.O.O.O.O.O.O.O
F_max, Eh/bohr: 0.042
HOMO-LUMO gap, eV: 9.078
LUMO level, eV: 0.291
ΔE to the lowest compared entry with this formula, charge and spin, kcal per mole: 18.56
HOMO, eV: -8.79

```
38
C5H23N3O7, DFT ωB97M-V/def2-TZVPD
C -1.92 1.78 1.87
C -1.80 0.28 1.44
C -1.18 0.13 0.09
C 0.17 -0.07 -0.03
N 0.45 0.05 -1.38
C -0.75 0.20 -2.00
N -1.74 0.29 -1.15
N -2.62 2.53 0.82
H -0.92 2.20 2.00
H -2.45 1.87 2.82
H -2.80 -0.15 1.56
H -1.18 -0.26 2.17
H 1.06 -0.09 0.58
H 1.30 0.42 -1.77
H -0.80 0.26 -3.08
H -2.10 2.54 -0.03
H -3.58 2.24 0.76
H -1.89 -2.26 -2.12
H -2.09 -3.59 -1.27
O -1.55 -3.14 -1.91
H 0.04 -2.83 0.32
H -1.25 -2.22 1.06
O -0.73 -3.00 0.87
H 0.24 -3.29 -1.49
H 1.20 -2.58 -2.32
O 1.12 -2.86 -1.40
H 0.00 2.39 -1.89
H 0.45 3.59 -1.08
O 0.76 2.96 -1.74
H 2.75 1.28 -0.06
H 3.45 -0.14 0.10
O 3.44 0.70 -0.39
H 3.18 -2.23 1.22
H 1.99 -2.11 0.12
O 2.91 -1.90 0.36
H 2.50 2.90 1.85
H 2.48 1.77 2.80
O 1.86 2.34 2.31
```

These are the natural (NBO) partial charges, in e, on atoms 1 to 8: atom 1 (C): -0.203, atom 2 (C): -0.461, atom 3 (C): 0.079, atom 4 (C): -0.109, atom 5 (N): -0.527, atom 6 (C): 0.116, atom 7 (N): -0.486, atom 8 (N): -0.846

[2]
This record from OMol25 describes a cluster of 6 separate species, C5H23NO5 in total at a distorted geometry. The level of theory is ωB97M-V/def2-TZVPD.

Calculated values
Total charge: -1
Multiplicity: 2
F_max, Eh/bohr: 0.070
HOMO-LUMO gap (alpha / beta), eV: 2.737 / 9.469
LUMO level (alpha / beta), eV: 3.223 / 3.117
ΔE to the lowest compared entry with this formula, charge and spin, kcal per mole: 4.61
HOMO (alpha / beta), eV: 0.49 / -6.35

```
34
C5H23NO5, DFT ωB97M-V/def2-TZVPD
C 0.12 2.54 1.16
C -1.09 1.75 1.68
C -0.94 0.29 2.12
C -0.56 -0.57 0.91
N -0.90 -2.04 1.19
C -1.79 -2.62 0.15
H 1.03 1.97 0.95
H 0.42 3.46 1.64
H -0.09 2.84 0.15
H -1.27 2.21 2.68
H -1.97 2.09 1.13
H -0.29 0.16 2.98
H -1.97 0.08 2.43
H -1.21 -0.36 0.06
H 0.52 -0.48 0.79
H -1.44 -1.98 2.03
H -2.82 -2.70 0.53
H -2.01 -2.00 -0.73
H -1.38 -3.61 -0.05
H 3.27 0.45 -0.87
H 3.62 0.71 0.60
O 3.56 0.01 -0.06
H -2.51 0.45 -2.96
H -0.94 0.27 -2.95
O -1.78 0.01 -2.52
H 1.65 -0.59 -2.72
H 1.81 -0.71 -1.23
O 1.37 -0.15 -1.90
H 0.66 -2.84 -1.43
H 0.97 -2.89 0.08
O 1.38 -2.98 -0.80
H 2.03 2.15 -2.21
H 0.82 2.40 -1.36
O 1.73 2.71 -1.48
```

These are the natural (NBO) partial charges, in e, on atoms 1 to 8: atom 1 (C): -0.647, atom 2 (C): -0.408, atom 3 (C): -0.406, atom 4 (C): -0.247, atom 5 (N): -0.660, atom 6 (C): -0.470, atom 7 (H): 0.220, atom 8 (H): 0.204

[3]
This record from OMol25 describes a cluster of 6 separate species, C5H23NO6 in total at a distorted geometry. The level of theory is ωB97M-V/def2-TZVPD.

Calculated values
Total charge: +1
Multiplicity: 2
F_max, Eh/bohr: 0.057
HOMO-LUMO gap (alpha / beta), eV: 11.450 / 6.685
LUMO level (alpha / beta), eV: -2.917 / -7.679
ΔE to the lowest compared entry with this formula, charge and spin, kcal per mole: 0.00
HOMO (alpha / beta), eV: -14.37 / -14.36

```
35
C5H23NO6, DFT ωB97M-V/def2-TZVPD
C -0.29 -1.39 2.42
C 0.35 -2.67 1.90
C 0.48 -0.11 2.10
N 0.51 0.27 0.69
C 0.97 1.63 0.39
C 1.46 1.79 -1.08
O 0.44 1.67 -2.05
H -0.39 -1.49 3.50
H -1.32 -1.32 2.08
H -0.20 -3.54 2.23
H 0.37 -2.68 0.81
H 1.40 -2.82 2.20
H 0.05 0.72 2.68
H 1.51 -0.24 2.47
H -0.40 0.05 0.23
H 0.15 2.32 0.60
H 1.80 1.86 1.06
H 1.82 2.81 -1.22
H 2.29 1.11 -1.28
H 0.31 0.74 -2.32
H 0.00 -1.25 -3.45
H 0.93 -1.19 -2.21
O 0.04 -0.88 -2.55
H -2.37 3.12 -1.39
H -1.24 2.24 -2.02
O -2.21 2.38 -2.01
H -1.46 -0.51 -1.54
H -2.38 0.73 -1.40
O -2.20 -0.15 -0.99
H -3.38 0.82 1.68
H -2.27 0.45 0.64
O -2.40 0.76 1.56
H 2.68 -2.51 -1.34
H 2.42 -1.13 -0.78
O 2.53 -1.61 -1.61
```

These are the natural (NBO) partial charges, in e, on atoms 1 to 8: atom 1 (C): -0.434, atom 2 (C): -0.614, atom 3 (C): -0.284, atom 4 (N): -0.153, atom 5 (C): -0.307, atom 6 (C): -0.073, atom 7 (O): -0.751, atom 8 (H): 0.243

[4]
This record from OMol25 describes a cluster of 8 separate species, C5H23O8 in total at a distorted geometry. The level of theory is ωB97M-V/def2-TZVPD.

Calculated values
Total charge: -1
F_max, Eh/bohr: 0.055
HOMO-LUMO gap, eV: 8.533
LUMO level, eV: 3.043
ΔE to the lowest compared entry with this formula, charge and spin, kcal per mole: 70.13
HOMO, eV: -5.49

```
36
C5H23O8, DFT ωB97M-V/def2-TZVPD
C 2.09 -0.60 -0.02
O 2.20 0.45 0.91
C 1.48 -0.26 -1.41
C 0.69 -1.30 -2.15
C -0.64 -0.69 -2.45
C -1.28 -1.09 -3.55
H 1.53 -1.32 0.57
H 3.04 -1.16 -0.19
H 0.95 0.66 -1.13
H 2.26 0.15 -2.07
H 0.56 -2.26 -1.59
H 1.19 -1.54 -3.20
H -1.09 -0.22 -1.59
H -0.63 -1.53 -4.37
H -2.27 -0.91 -3.79
H -0.99 2.34 0.50
H 0.07 3.83 1.05
O -0.06 3.30 0.27
H -1.10 -3.68 1.75
H 0.00 -3.73 0.86
O -0.25 -4.13 1.71
H -1.37 -1.65 0.19
H -2.42 -2.77 0.00
O -1.49 -2.57 -0.11
H -0.95 0.42 3.52
H -1.31 0.35 2.16
O -1.51 -0.16 3.01
H 1.44 1.65 3.63
H 0.80 2.58 2.80
O 0.56 1.80 3.30
H -2.33 1.80 0.09
H 1.31 0.82 1.03
O -1.61 1.38 0.55
H 0.45 2.18 -1.53
H 0.52 3.69 -1.58
O 0.49 2.91 -2.15
```

These are the natural (NBO) partial charges, in e, on atoms 1 to 8: atom 1 (C): -0.055, atom 2 (O): -0.737, atom 3 (C): -0.431, atom 4 (C): -0.450, atom 5 (C): -0.144, atom 6 (C): -0.411, atom 7 (H): 0.155, atom 8 (H): 0.158

[5]
This record from OMol25 describes a cluster of 5 separate species, C5H24N3O4 in total at a distorted geometry. The level of theory is ωB97M-V/def2-TZVPD.

Calculated values
Total charge: +1
F_max, Eh/bohr: 0.049
HOMO-LUMO gap, eV: 9.019
LUMO level, eV: -2.502
ΔE to the lowest compared entry with this formula, charge and spin, kcal per mole: 0.00
HOMO, eV: -11.52

```
36
C5H24N3O4, DFT ωB97M-V/def2-TZVPD
N 0.66 -1.96 -0.36
C 0.91 -2.16 1.11
C -0.26 -1.61 1.87
N -0.13 -0.20 2.19
C -1.27 0.67 1.91
C -1.06 1.95 2.70
C -1.22 1.04 0.39
N -1.47 -0.13 -0.48
H 1.42 -1.38 -0.76
H -0.22 -1.42 -0.54
H 0.65 -2.81 -0.90
H 1.79 -1.62 1.43
H 0.95 -3.22 1.26
H -0.40 -2.22 2.78
H -1.27 -1.73 1.48
H 0.42 -0.01 3.01
H -2.21 0.19 2.18
H -1.68 2.75 2.30
H -1.26 1.77 3.76
H -0.01 2.27 2.71
H -2.05 1.75 0.29
H -0.21 1.41 0.28
H -2.43 -0.41 -0.38
H -1.36 0.18 -1.45
H -0.06 1.58 -3.97
H 0.09 2.78 -3.12
O -0.19 1.86 -3.06
H -0.44 -3.26 -3.09
H 0.53 -2.27 -3.79
O 0.06 -2.45 -2.97
H 3.06 2.41 -0.25
H 1.60 2.85 -0.20
O 2.17 2.07 -0.17
H 2.39 0.56 -1.96
H 0.93 0.74 -2.17
O 1.58 0.04 -2.02
```

These are the natural (NBO) partial charges, in e, on atoms 1 to 8: atom 1 (N): -0.734, atom 2 (C): -0.230, atom 3 (C): -0.248, atom 4 (N): -0.665, atom 5 (C): -0.042, atom 6 (C): -0.620, atom 7 (C): -0.233, atom 8 (N): -0.864

[6]
This record from OMol25 describes a cluster of 7 separate species, C5H24NO8 in total at a distorted geometry. The level of theory is ωB97M-V/def2-TZVPD.

Calculated values
Total charge: +1
F_max, Eh/bohr: 0.204
HOMO-LUMO gap, eV: 10.775
LUMO level, eV: -2.791
ΔE to the lowest compared entry with this formula, charge and spin, kcal per mole: 121.30
HOMO, eV: -13.57

```
38
C5H24NO8, DFT ωB97M-V/def2-TZVPD
C -0.22 2.24 -0.48
O -0.29 2.23 -1.84
C 0.33 0.87 -0.08
C 0.15 0.57 1.39
C 1.29 0.82 2.39
C 2.09 1.99 1.95
O 2.80 2.17 0.95
N -0.28 -0.11 -0.99
H 0.27 3.14 -0.04
H -1.49 2.27 -0.23
H 0.47 2.91 -2.35
H 1.45 0.85 -0.31
H -0.07 -0.49 1.50
H -0.93 0.94 1.71
H 0.79 0.99 3.39
H 2.05 -0.03 2.44
H 2.04 2.80 2.52
H -0.92 -0.62 -0.39
H -0.70 0.29 -1.81
H 0.44 -0.85 -1.30
H -2.64 1.38 -1.69
H -3.96 1.91 -1.01
O -3.29 1.23 -1.00
H 4.74 -0.25 0.19
H 3.56 0.73 0.64
O 3.83 -0.26 0.22
H -0.94 -4.79 -0.51
H -1.17 -3.53 -1.11
O -1.66 -4.24 -0.79
H -2.01 -2.00 -2.13
H -2.03 -2.24 -3.49
O -1.45 -1.79 -2.82
H 2.42 -1.78 -0.50
H 2.04 -2.47 0.78
O 1.78 -2.01 -0.01
H -2.78 -1.73 1.82
H -3.18 -0.23 1.60
O -2.50 -0.89 1.37
```

These are the natural (NBO) partial charges, in e, on atoms 1 to 8: atom 1 (C): -0.080, atom 2 (O): -0.777, atom 3 (C): -0.123, atom 4 (C): -0.434, atom 5 (C): -0.531, atom 6 (C): 0.475, atom 7 (O): -0.561, atom 8 (N): -0.696

Copy entry 6 word for word.
This record from OMol25 describes a cluster of 7 separate species, C5H24NO8 in total at a distorted geometry. The level of theory is ωB97M-V/def2-TZVPD.

Calculated values
Total charge: +1
F_max, Eh/bohr: 0.204
HOMO-LUMO gap, eV: 10.775
LUMO level, eV: -2.791
ΔE to the lowest compared entry with this formula, charge and spin, kcal per mole: 121.30
HOMO, eV: -13.57

```
38
C5H24NO8, DFT ωB97M-V/def2-TZVPD
C -0.22 2.24 -0.48
O -0.29 2.23 -1.84
C 0.33 0.87 -0.08
C 0.15 0.57 1.39
C 1.29 0.82 2.39
C 2.09 1.99 1.95
O 2.80 2.17 0.95
N -0.28 -0.11 -0.99
H 0.27 3.14 -0.04
H -1.49 2.27 -0.23
H 0.47 2.91 -2.35
H 1.45 0.85 -0.31
H -0.07 -0.49 1.50
H -0.93 0.94 1.71
H 0.79 0.99 3.39
H 2.05 -0.03 2.44
H 2.04 2.80 2.52
H -0.92 -0.62 -0.39
H -0.70 0.29 -1.81
H 0.44 -0.85 -1.30
H -2.64 1.38 -1.69
H -3.96 1.91 -1.01
O -3.29 1.23 -1.00
H 4.74 -0.25 0.19
H 3.56 0.73 0.64
O 3.83 -0.26 0.22
H -0.94 -4.79 -0.51
H -1.17 -3.53 -1.11
O -1.66 -4.24 -0.79
H -2.01 -2.00 -2.13
H -2.03 -2.24 -3.49
O -1.45 -1.79 -2.82
H 2.42 -1.78 -0.50
H 2.04 -2.47 0.78
O 1.78 -2.01 -0.01
H -2.78 -1.73 1.82
H -3.18 -0.23 1.60
O -2.50 -0.89 1.37
```

These are the natural (NBO) partial charges, in e, on atoms 1 to 8: atom 1 (C): -0.080, atom 2 (O): -0.777, atom 3 (C): -0.123, atom 4 (C): -0.434, atom 5 (C): -0.531, atom 6 (C): 0.475, atom 7 (O): -0.561, atom 8 (N): -0.696